Computed, not measured: C25H32BN8NiOP2 as an isolated structure, with ωB97M-V with the def2-TZVPD basis set.

```
! wB97M-V def2-TZVPD RIJCOSX def2/J DEFGRID3
* xyz 1 3
Ni -0.347 0.098 -0.154
C -1.188 -1.412 -4.144
C -0.339 -1.279 -3.042
N -0.886 -0.500 -2.110
N -2.085 -0.119 -2.595
C -2.294 -0.654 -3.810
B -3.034 0.744 -1.740
N -2.313 2.054 -1.332
C -2.733 3.323 -1.469
C -1.861 4.146 -0.786
C -0.923 3.266 -0.240
N -1.198 2.005 -0.573
N -3.372 -0.025 -0.433
C -4.579 -0.324 0.074
C -4.400 -0.914 1.308
C -3.013 -0.932 1.480
N -2.393 -0.393 0.426
H -1.017 -1.967 -5.052
H 0.646 -1.702 -2.899
H -3.205 -0.454 -4.355
H -4.038 0.994 -2.351
H -3.625 3.553 -2.036
H -1.901 5.220 -0.693
H -0.068 3.496 0.381
H -5.479 -0.095 -0.480
H -5.155 -1.280 1.985
H -2.453 -1.321 2.318
C 1.820 -3.032 0.436
P 0.208 -2.155 0.549
C -0.947 -3.426 -0.047
C -0.001 -2.119 2.367
C -0.170 -3.295 3.096
C -0.274 -3.264 4.477
C -0.198 -2.051 5.149
C -0.033 -0.875 4.437
C 0.061 -0.890 3.045
P 0.230 0.654 2.077
C 1.932 1.193 2.469
C -0.799 1.864 2.965
H 1.801 -3.910 1.079
H 2.630 -2.378 0.761
H 2.017 -3.358 -0.588
H -0.788 -4.385 0.446
H -0.792 -3.551 -1.120
H -1.973 -3.091 0.112
H -0.221 -4.252 2.587
H -0.411 -4.185 5.031
H -0.272 -2.022 6.230
H 0.017 0.062 4.980
H 2.068 1.275 3.547
H 2.139 2.160 2.005
H 2.643 0.464 2.076
H -0.587 1.875 4.033
H -1.853 1.636 2.800
H -0.599 2.857 2.563
N 5.543 2.921 -3.517
C 5.224 1.637 -3.232
O 5.914 0.693 -3.554
C 3.943 1.395 -2.463
C 3.605 0.074 -2.223
C 2.444 -0.205 -1.533
N 1.612 0.734 -1.061
C 1.941 2.004 -1.307
C 3.084 2.375 -1.995
H 6.393 3.086 -4.028
H 4.976 3.707 -3.266
H 4.249 -0.715 -2.587
H 2.158 -1.228 -1.361
H 1.252 2.761 -0.965
H 3.263 3.431 -2.148
*
```

- Molecular weight: 592.04 g mol⁻¹
- DFT total energy: -3701.017451 a.u.
- HOMO (alpha / beta): -10.788 / -11.597 eV
- HOMO-LUMO gap (alpha / beta): 8.1511 / 8.9782 eV

***

Computed, not measured: C3H8BNO2 in the gas phase, with ωB97M-V with the def2-TZVPD basis set.

```
! wB97M-V def2-TZVPD RIJCOSX def2/J DEFGRID3
* xyz 0 1
B -0.723 -1.063 0.638
C 0.217 1.007 -0.624
C 1.632 0.618 -0.393
C -0.823 0.553 0.370
N 0.029 1.875 -1.546
O -0.587 -1.817 -0.496
O -0.755 -1.553 1.888
H 1.694 -0.139 0.338
H 1.844 -0.066 -1.306
H 2.395 1.494 -0.289
H -0.795 1.286 1.263
H -1.997 0.831 -0.049
H -0.951 2.105 -1.610
H -0.115 -2.660 -0.447
H -1.064 -2.471 2.261
*
```

- Molecular weight: 100.91 g mol⁻¹
- DFT total energy: -349.247245 a.u.
- HOMO: -9.449 eV
- Structure (SMILES): [H]/N=C(/C)CB(O)O
- HOMO-LUMO gap: 9.5846 eV

***

Computed, not measured: C19H19ClN4O3S2 in the gas phase, with ωB97M-V with the def2-TZVPD basis set.

```
! wB97M-V def2-TZVPD RIJCOSX def2/J DEFGRID3
* xyz 0 1
O 2.440 0.958 -0.643
O -0.021 0.364 2.760
O 0.845 2.066 4.266
Cl -7.300 0.715 -6.885
N -1.758 1.365 -0.974
N -2.740 1.191 -1.921
S 0.227 0.678 -2.641
C 1.640 1.406 0.201
C -0.470 1.162 -1.121
C -2.556 0.523 -3.057
C 3.208 -3.982 2.814
C 4.080 -2.967 3.186
C 1.837 -3.878 3.064
C -6.072 0.795 -4.497
C -4.625 0.272 -6.319
C -5.018 0.718 -3.585
C -3.530 0.239 -5.424
C 3.581 -1.888 3.877
C 1.359 -2.731 3.697
C -5.886 0.618 -5.856
C -3.678 0.470 -4.027
C 2.210 -1.704 4.063
N 0.287 1.466 -0.005
N 2.474 1.024 2.599
C -1.268 -0.222 -3.294
C 3.632 2.600 1.265
C 1.679 -0.476 4.739
C 2.250 2.012 1.545
S 1.115 0.788 3.604
H 3.646 -4.841 2.328
H 5.123 -3.055 2.949
H 1.142 -4.664 2.825
H -7.026 1.086 -4.063
H -4.503 0.128 -7.373
H -5.189 0.923 -2.510
H -2.556 0.019 -5.862
H 4.277 -1.145 4.217
H 0.299 -2.644 3.848
H -0.277 1.829 0.744
H 2.764 0.102 2.268
H -1.105 -0.412 -4.353
H -1.337 -1.181 -2.712
H 4.340 1.787 0.994
H 4.012 3.054 2.183
H 3.609 3.376 0.475
H 0.820 -0.757 5.347
H 2.438 -0.023 5.379
H 1.580 2.839 1.887
*
```

- Molecular weight: 450.97 g mol⁻¹
- DFT total energy: -2436.683653 a.u.
- HOMO: -8.215 eV
- Structure (SMILES): C[C@H](NS(=O)(=O)Cc1ccccc1)C(=O)NC1=NN=C(c2ccc(Cl)cc2)CS1
- HOMO-LUMO gap: 7.8561 eV